1.
Formula: C16H44IN4O4
Source: the OMol25 dataset
Level of theory: ωB97M-V/def2-TZVPD

CARTESIAN COORDINATES (ANGSTROEM)
I1 0.208 -0.244 1.771
C1 -0.484 -5.797 1.755
C2 -0.360 -4.332 1.372
C3 -0.344 -4.072 -0.119
O1 0.713 -4.797 -0.742
C4 0.749 -4.585 -2.131
N1 -1.450 -3.568 1.998
H1 -0.134 -6.449 0.948
H2 -1.521 -6.049 1.982
H3 0.137 -6.074 2.607
H4 0.596 -3.934 1.727
H5 -0.259 -3.000 -0.315
H6 -1.292 -4.420 -0.568
H7 1.134 -3.584 -2.366
H8 -0.247 -4.692 -2.581
H9 1.423 -5.322 -2.569
H10 -2.278 -3.775 1.428
H11 -1.369 -2.563 1.803
C5 -1.025 -1.198 -2.506
C6 -1.961 -0.085 -2.097
C7 -3.116 0.074 -3.073
O2 -3.764 1.299 -2.768
C8 -5.007 1.415 -3.422
N2 -2.487 -0.260 -0.742
H12 -0.171 -1.281 -1.835
H13 -0.656 -1.107 -3.531
H14 -1.576 -2.147 -2.498
H15 -1.422 0.875 -2.164
H16 -3.856 -0.715 -2.897
H17 -2.735 0.039 -4.100
H18 -5.702 0.644 -3.081
H19 -4.884 1.350 -4.509
H20 -5.352 2.421 -3.193
H21 -2.898 0.635 -0.513
H22 -1.734 -0.486 -0.091
C9 -2.317 3.420 5.424
C10 -1.472 2.883 4.269
C11 -0.569 3.972 3.717
O3 -1.370 5.033 3.252
C12 -0.571 6.108 2.814
N3 -0.626 1.814 4.840
H23 -3.065 2.681 5.733
H24 -2.903 4.280 5.078
H25 -1.777 3.713 6.322
H26 -2.146 2.493 3.503
H27 0.007 3.523 2.896
H28 0.140 4.303 4.484
H29 0.062 5.801 1.975
H30 0.033 6.470 3.656
H31 -1.203 6.936 2.494
H32 -1.223 0.995 4.939
H33 0.027 1.476 4.127
C13 2.554 1.169 -1.766
C14 3.786 0.341 -1.370
C15 5.075 1.043 -1.709
O4 5.234 1.181 -3.127
C16 5.752 0.030 -3.734
N4 3.735 0.045 0.080
H34 2.587 1.507 -2.809
H35 2.484 2.057 -1.130
H36 1.592 0.668 -1.642
H37 3.681 -0.630 -1.860
H38 5.918 0.477 -1.293
H39 5.122 2.070 -1.343
H40 5.754 0.205 -4.808
H41 5.225 -0.900 -3.500
H42 6.795 -0.146 -3.430
H43 2.768 -0.111 0.353
H44 4.033 0.875 0.585

Values from the calculation:
Molecular weight, g mol⁻¹: 483.46
ΔE to the lowest compared entry with this formula, charge and spin, eV: 0.000
Net charge: -1
E_tot, eV: -39557.877
LUMO level, Eh: 0.100
Spin multiplicity: 1
Gap between HOMO and LUMO, eV: 7.4019

=====

2.
Formula: C5H8N2S
Source: the OMol25 dataset
Level of theory: ωB97M-V/def2-TZVPD

CARTESIAN COORDINATES (ANGSTROEM)
C1 -0.365 -1.296 1.235
C2 -0.536 0.644 -0.348
C3 -1.593 1.455 -0.318
C4 0.862 1.020 -0.712
C5 1.955 0.322 -0.052
H1 0.515 -2.049 -1.779
H2 -0.510 -2.289 1.088
H3 -0.241 0.302 2.392
H4 -1.482 2.374 -0.628
H5 -2.698 1.148 -0.440
H6 1.072 1.702 -1.981
H7 2.840 0.601 -0.758
H8 1.745 -0.455 1.139
N1 -0.710 -0.733 -0.084
N2 -0.151 -0.799 2.463
S1 -0.702 -1.948 -1.216

Values from the calculation:
Molecular weight, g mol⁻¹: 128.20
ΔE to the lowest compared entry with this formula, charge and spin, eV: 7.427
Net charge: 0
E_tot, eV: -19122.994
LUMO level, Eh: 0.005
Spin multiplicity: 1
Gap between HOMO and LUMO, eV: 9.4083

=====

3.
Formula: C17H61N13O12
Source: the OMol25 dataset
Level of theory: ωB97M-V/def2-TZVPD

CARTESIAN COORDINATES (ANGSTROEM)
C1 -7.462 1.556 -0.673
O1 -8.561 2.016 -0.515
N1 -6.931 1.236 -1.850
N2 -6.707 1.190 0.307
H1 -7.334 1.496 -2.739
H2 -6.066 0.716 -1.874
H3 -5.749 0.885 0.213
H4 -7.060 1.230 1.252
C2 -2.696 -3.234 -7.380
O2 -2.071 -2.881 -6.390
N3 -3.536 -2.433 -7.949
N4 -2.537 -4.359 -8.045
H5 -3.836 -2.699 -8.876
H6 -3.841 -1.602 -7.462
H7 -3.246 -4.628 -8.713
H8 -1.816 -5.037 -7.839
C3 -1.187 6.589 1.007
O3 -0.831 6.162 2.072
N5 -0.611 7.566 0.355
N6 -2.151 6.015 0.268
H9 0.128 8.002 0.887
H10 -1.104 8.074 -0.365
H11 -2.570 5.179 0.651
H12 -2.403 6.410 -0.627
C4 -3.429 2.288 8.387
O4 -3.534 1.791 7.273
N7 -2.358 2.867 8.796
N8 -4.462 2.289 9.208
H13 -1.487 2.733 8.303
H14 -2.353 3.573 9.519
H15 -4.348 2.721 10.114
H16 -5.397 2.090 8.884
C5 0.024 -0.389 0.327
O5 -1.128 0.010 0.064
N9 0.532 -0.331 1.493
N10 0.909 -1.097 -0.360
H17 -0.121 0.112 2.124
H18 1.526 -0.424 1.647
H19 1.876 -1.320 -0.172
H20 0.419 -1.478 -1.157
C6 -5.097 -4.630 3.327
C7 -6.422 -5.057 2.791
C8 -6.556 -6.542 2.813
O6 -7.829 -6.950 2.251
C9 -7.861 -8.329 2.143
N11 -7.469 -4.551 3.665
H21 -5.020 -3.545 3.391
H22 -4.219 -4.928 2.753
H23 -4.863 -4.943 4.345
H24 -6.650 -4.755 1.769
H25 -6.597 -6.946 3.824
H26 -5.658 -7.099 2.545
H27 -7.707 -8.742 3.140
H28 -7.161 -8.780 1.440
H29 -8.904 -8.530 1.898
H30 -7.268 -5.095 4.492
H31 -8.292 -5.015 3.307
C10 4.140 2.641 6.722
C11 5.259 3.441 6.104
C12 6.612 2.936 6.569
O7 6.954 3.084 7.950
C13 7.243 4.441 8.247
N12 5.137 3.212 4.699
H32 4.333 2.662 7.794
H33 4.303 1.576 6.555
H34 3.136 2.972 6.457
H35 5.079 4.497 6.302
H36 7.434 3.254 5.927
H37 6.623 1.865 6.364
H38 6.299 4.977 8.344
H39 7.894 5.018 7.589
H40 7.597 4.638 9.259
H41 4.305 3.627 4.305
H42 5.927 3.692 4.291
C14 6.731 -0.271 -10.741
C15 6.202 1.183 -10.959
C16 4.675 1.326 -10.678
O8 4.184 1.294 -9.324
C17 4.124 -0.090 -8.835
N13 6.922 2.050 -10.111
H43 6.069 -0.942 -11.288
H44 6.758 -0.471 -9.670
H45 7.762 -0.445 -11.051
H46 6.418 1.494 -11.981
H47 4.130 0.593 -11.273
H48 4.357 2.326 -10.973
H49 3.506 -0.715 -9.479
H50 3.465 0.003 -7.972
H51 5.062 -0.552 -8.526
H52 6.286 2.811 -9.918
H53 6.992 1.621 -9.199
O9 5.973 -1.405 -2.152
H54 6.328 -1.301 -1.269
H55 5.971 -0.519 -2.516
O10 1.233 -5.221 3.901
H56 1.532 -6.122 3.780
H57 0.880 -4.968 3.048
O11 -2.747 1.434 -4.826
H58 -2.342 0.579 -4.975
H59 -2.327 1.764 -4.032
O12 7.004 -0.848 2.123
H60 6.513 -0.126 2.515
H61 7.146 -1.462 2.843

Values from the calculation:
Molecular weight, g mol⁻¹: 639.75
Net charge: 0
E_tot, eV: -62558.326
SMILES: COC[C@H](C)N.COC[C@H](C)N.COC[C@H](C)N.NC(N)=O.NC(N)=O.NC(N)=O.NC(N)=O.NC(N)=O.O.O.O.O
LUMO level, Eh: 0.006
Spin multiplicity: 1
Gap between HOMO and LUMO, eV: 9.4013

=====

4.
Formula: C36H45BN9O3RhS4
Source: the OMol25 dataset
Level of theory: ωB97M-V/def2-TZVPD

CARTESIAN COORDINATES (ANGSTROEM)
Rh1 0.596 -2.763 -0.368
C1 0.774 -0.863 4.405
C2 0.427 -0.141 3.137
C3 0.426 1.221 3.023
C4 0.054 1.852 1.820
N1 -0.267 1.141 0.753
N2 -0.234 -0.176 0.861
B1 -0.722 -1.060 -0.362
N3 -0.781 -0.310 -1.741
N4 -1.663 0.704 -1.837
C5 -1.834 1.249 -3.022
C6 -1.150 0.754 -4.158
C7 -0.236 -0.244 -4.053
C8 0.538 -0.788 -5.218
C9 -0.049 -0.762 -2.754
S1 1.128 -1.976 -2.445
C10 -2.777 2.448 -3.111
C11 -4.100 2.105 -2.417
C12 -3.049 2.840 -4.565
C13 -2.104 3.627 -2.393
N5 -2.143 -1.616 0.021
N6 -2.865 -0.712 0.693
C14 -4.017 -1.090 1.191
C15 -4.505 -2.394 0.951
C16 -3.768 -3.311 0.259
C17 -4.238 -4.718 0.035
C18 -2.491 -2.888 -0.186
S2 -1.358 -3.985 -0.920
C19 -4.737 -0.057 2.055
C20 -5.078 1.160 1.190
C21 -6.015 -0.630 2.667
C22 -3.783 0.374 3.179
C23 0.087 -0.841 1.969
S3 -0.016 -2.576 1.863
C24 -0.075 3.365 1.679
C25 0.613 3.821 0.383
C26 0.556 4.091 2.869
C27 -1.579 3.686 1.636
H1 1.052 -0.157 5.184
H2 -0.075 -1.454 4.759
H3 1.607 -1.552 4.248
H4 0.676 1.823 3.885
H5 -1.351 1.181 -5.130
H6 0.288 -0.248 -6.128
H7 1.613 -0.701 -5.048
H8 0.318 -1.847 -5.367
H9 -4.601 1.262 -2.900
H10 -3.926 1.852 -1.374
H11 -4.770 2.966 -2.459
H12 -3.529 2.036 -5.129
H13 -3.730 3.691 -4.574
H14 -2.144 3.150 -5.091
H15 -1.889 3.378 -1.356
H16 -1.166 3.908 -2.881
H17 -2.765 4.495 -2.414
H18 -5.461 -2.689 1.363
H19 -5.233 -4.858 0.450
H20 -4.264 -4.957 -1.030
H21 -3.557 -5.430 0.502
H22 -5.735 0.893 0.357
H23 -5.590 1.909 1.798
H24 -4.167 1.604 0.788
H25 -6.744 -0.921 1.907
H26 -5.817 -1.489 3.314
H27 -6.484 0.138 3.283
H28 -2.859 0.790 2.768
H29 -4.263 1.142 3.789
H30 -3.532 -0.467 3.833
H31 1.699 3.746 0.474
H32 0.293 3.230 -0.478
H33 0.365 4.865 0.189
H34 1.621 3.866 2.972
H35 0.468 5.166 2.710
H36 0.052 3.866 3.811
H37 -2.102 3.067 0.910
H38 -2.037 3.518 2.615
H39 -1.724 4.735 1.372
O1 10.163 0.676 -0.475
S4 9.701 0.132 -1.747
O2 8.536 0.710 -2.332
O3 10.638 -0.563 -2.577
C28 8.968 -1.495 -0.653
N7 9.855 -2.334 -0.237
C29 9.324 -3.375 0.409
C30 7.948 -3.490 0.598
C31 7.145 -2.491 0.085
N8 7.688 -1.449 -0.557
C32 5.650 -2.458 0.192
C33 4.907 -3.517 0.692
C34 3.528 -3.407 0.739
N9 2.864 -2.325 0.307
C35 3.592 -1.308 -0.174
C36 4.968 -1.327 -0.237
H40 10.013 -4.121 0.783
H41 7.549 -4.332 1.145
H42 5.373 -4.430 1.035
H43 2.933 -4.215 1.148
H44 3.036 -0.446 -0.523
H45 5.517 -0.483 -0.633

Values from the calculation:
Molecular weight, g mol⁻¹: 893.80
ΔE to the lowest compared entry with this formula, charge and spin, eV: 0.839
Net charge: +2
E_tot, eV: -104626.291
⟨S²⟩: 6.0363
LUMO level (alpha / beta), Eh: -0.227 / -0.312
Spin multiplicity: 5
Gap between HOMO and LUMO (alpha / beta), eV: 6.6426 / 5.3917

=====

5.
Formula: C25H24CeN5O2S
Source: the OMol25 dataset
Level of theory: ωB97M-V/def2-TZVPD

CARTESIAN COORDINATES (ANGSTROEM)
Ce1 1.379 -0.596 0.984
N1 -7.580 -1.049 -4.668
C1 -6.629 -1.003 -4.026
C2 -5.437 -0.948 -3.218
C3 -5.452 -1.481 -1.930
C4 -4.306 -1.443 -1.156
C5 -3.147 -0.846 -1.655
C6 -3.143 -0.296 -2.939
C7 -4.280 -0.361 -3.724
C8 -1.916 -0.782 -0.830
C9 -1.351 -2.001 -0.418
C10 -1.833 -3.283 -0.703
C11 -1.006 -4.219 -0.070
C12 -0.019 -3.505 0.563
N2 -0.189 -2.152 0.380
C13 -1.443 0.502 -0.504
C14 -2.116 1.704 -0.728
C15 -1.383 2.740 -0.132
C16 -0.282 2.154 0.443
N3 -0.273 0.800 0.231
H1 -6.362 -1.921 -1.544
H2 -4.322 -1.850 -0.152
H3 -2.242 0.159 -3.333
H4 -4.277 0.042 -4.728
H5 -2.692 -3.498 -1.319
H6 -1.104 -5.294 -0.084
H7 0.812 -3.892 1.139
H8 -3.060 1.799 -1.244
H9 -1.636 3.788 -0.102
H10 0.501 2.633 1.016
N4 0.485 -0.819 5.308
C17 0.235 -0.927 4.023
N5 -0.859 -1.553 3.606
O1 1.090 -0.423 3.168
H11 -0.137 -1.185 6.013
H12 1.311 -0.331 5.619
H13 -1.523 -1.933 4.264
H14 -1.084 -1.636 2.625
C18 2.547 4.609 -0.877
C19 2.976 3.286 -0.322
C20 2.714 2.089 -1.014
C21 3.144 0.870 -0.523
C22 3.839 0.830 0.704
C23 4.076 1.993 1.424
C24 3.654 3.210 0.896
S1 4.490 -0.727 1.311
C25 5.697 -1.113 0.060
O2 3.265 -1.671 0.993
H15 2.173 4.522 -1.895
H16 3.380 5.313 -0.869
H17 1.760 5.045 -0.255
H18 2.199 2.126 -1.967
H19 3.061 -0.013 -1.157
H20 4.613 1.961 2.366
H21 3.874 4.123 1.439
H22 5.211 -1.175 -0.912
H23 6.159 -2.063 0.333
H24 6.437 -0.310 0.092

Values from the calculation:
Molecular weight, g mol⁻¹: 598.68
Net charge: +3
E_tot, eV: -61598.722
LUMO level, Eh: -0.427
Spin multiplicity: 1
Gap between HOMO and LUMO, eV: 4.5896

=====

6.
Formula: C14H42ClO11S7
Source: the OMol25 dataset
Level of theory: ωB97M-V/def2-TZVPD

CARTESIAN COORDINATES (ANGSTROEM)
Cl1 -1.013 0.129 -0.713
O1 -1.193 -1.015 0.209
O2 0.319 -0.012 -1.367
O3 -1.993 0.075 -1.768
O4 -0.985 1.367 0.144
C1 -0.996 -6.222 1.772
S1 0.505 -5.386 2.401
O5 1.484 -5.507 1.181
C2 -0.209 -3.620 2.183
H1 -1.443 -5.554 1.036
H2 -1.828 -6.490 2.423
H3 -0.720 -7.204 1.388
H4 -0.974 -3.631 2.960
H5 -0.741 -3.460 1.245
H6 0.512 -2.849 2.455
C3 0.679 1.134 -4.767
S2 -0.883 2.027 -4.928
O6 -0.715 3.177 -5.828
C4 -1.785 0.795 -5.944
H7 0.993 0.758 -5.741
H8 0.543 0.241 -4.157
H9 1.533 1.646 -4.322
H10 -2.853 0.920 -6.122
H11 -1.562 -0.237 -5.673
H12 -1.426 0.828 -6.972
C5 2.112 3.067 -1.095
S3 3.435 4.237 -1.147
O7 2.663 5.546 -1.063
C6 4.122 4.036 0.529
H13 2.463 2.035 -1.059
H14 1.417 3.206 -1.923
H15 1.445 3.202 -0.244
H16 5.078 4.560 0.537
H17 4.303 3.005 0.834
H18 3.575 4.534 1.329
C7 2.136 -2.573 -2.862
S4 2.752 -3.519 -1.409
O8 4.314 -3.492 -1.394
C8 2.229 -2.397 -0.007
H19 1.078 -2.745 -3.057
H20 2.597 -2.797 -3.824
H21 2.348 -1.511 -2.740
H22 1.188 -2.076 0.032
H23 2.850 -1.502 -0.025
H24 2.322 -3.050 0.861
C9 -3.843 5.279 0.019
S5 -4.482 4.403 -1.463
O9 -4.156 5.272 -2.723
C10 -3.535 2.863 -1.510
H25 -2.776 5.496 -0.008
H26 -3.963 4.557 0.827
H27 -4.383 6.204 0.221
H28 -4.036 1.895 -1.513
H29 -2.902 2.978 -0.630
H30 -2.785 2.903 -2.301
C11 1.597 0.823 2.199
S6 3.433 0.952 2.433
O10 3.590 1.742 3.738
C12 3.730 -0.875 2.647
H31 1.484 1.057 1.140
H32 1.156 1.643 2.767
H33 1.190 -0.088 2.638
H34 3.070 -1.364 3.364
H35 4.702 -0.981 3.128
H36 3.742 -1.500 1.754
C13 -2.634 -0.602 3.167
S7 -3.845 -2.026 3.377
O11 -3.386 -3.260 2.529
C14 -3.460 -2.389 5.113
H37 -1.621 -0.933 3.397
H38 -3.070 0.185 3.783
H39 -2.580 -0.304 2.120
H40 -2.659 -1.769 5.516
H41 -2.943 -3.350 5.108
H42 -4.308 -2.489 5.790

Values from the calculation:
Molecular weight, g mol⁻¹: 646.40
ΔE to the lowest compared entry with this formula, charge and spin, eV: 3.485
Net charge: -1
E_tot, eV: -126077.533
LUMO level, Eh: 0.068
Spin multiplicity: 1
Gap between HOMO and LUMO, eV: 8.2364

=====

7.
Formula: CH6NPS
Source: the OMol25 dataset
Level of theory: ωB97M-V/def2-TZVPD

CARTESIAN COORDINATES (ANGSTROEM)
C1 -0.465 -0.224 1.616
N1 0.291 0.269 -1.808
P1 -0.179 1.856 -1.708
S1 -1.052 1.456 1.536
H1 -1.271 -0.725 2.056
H2 0.530 -0.188 2.124
H3 -0.495 -0.603 0.639
H4 -0.246 -0.339 -2.364
H5 1.268 -0.001 -1.839
H6 1.114 2.168 -1.219

Values from the calculation:
Molecular weight, g mol⁻¹: 95.11
ΔE to the lowest compared entry with this formula, charge and spin, eV: 2.768
Net charge: 0
E_tot, eV: -22746.011
LUMO level (alpha / beta), Eh: -0.013 / -0.043
Spin multiplicity: 1
Gap between HOMO and LUMO (alpha / beta), eV: 7.9786 / 6.2871